Run a
Entry from OMol25: a single C7H8 molecule (ωB97M-V with the def2-TZVPD basis set).

XYZ file:
```
15
Properties=species:S:1:pos:R:3:nbo_charge:R:1
C 2.9519 0.7973 -0.2419 -0.2605
C 1.7656 0.8979 -0.4257 0.0090
C 0.3036 0.9548 -0.5226 -0.4691
C -0.3127 -0.1232 0.4028 -0.2878
C -0.1475 -1.5238 -0.2004 -0.5936
C -1.7148 0.1747 0.7198 0.0101
C -2.8547 0.4233 1.0202 -0.2549
H 4.0023 0.7082 -0.0718 0.2402
H -0.0226 0.7805 -1.5562 0.2345
H -0.0470 1.9517 -0.2315 0.2455
H 0.2448 -0.0845 1.3463 0.2365
H -0.7746 -1.6392 -1.0909 0.2099
H 0.8971 -1.6826 -0.4876 0.2215
H -0.4340 -2.2958 0.5189 0.2193
H -3.8600 0.6384 1.3070 0.2394
```

HOMO: -9.935 eV
Frontier orbital gap: 10.972 eV
SMILES string: C#CC[C@H](C)C#C

=====

Run b
Entry from OMol25: a single C7H8 molecule (ωB97M-V with the def2-TZVPD basis set).

XYZ file:
```
15
Properties=species:S:1:pos:R:3:nbo_charge:R:1
C -2.2556 0.6029 0.0130 -0.5932
C -0.8387 0.2678 -0.3811 -0.2455
C 0.2207 0.8595 0.3890 0.0855
C 1.4986 1.3057 0.1751 -0.0805
C 2.4029 0.3200 0.0498 -0.2326
C 1.3176 -1.0665 -0.0415 -0.4024
C -0.0755 -0.6380 0.5621 -0.2596
H -2.1384 0.7805 1.0926 0.2135
H -2.7672 -0.2916 -0.2042 0.2122
H -2.5487 1.4810 -0.5443 0.2235
H -0.5789 0.2160 -1.3945 0.2016
H 3.4950 0.3682 -0.2093 0.2195
H 1.0063 -1.0328 -1.1463 0.2129
H 1.7589 -1.9116 0.3292 0.2047
H -0.4969 -1.2612 1.3104 0.2404
```

HOMO (alpha / beta): -8.520 / -7.850 eV
Frontier orbital gap (alpha / beta): 8.172 / 7.267 eV
SMILES string: C[C@H]1C2=C=CC[C@@H]21

=====

Run c
Entry from OMol25: a single C7H8 molecule (ωB97M-V with the def2-TZVPD basis set).

XYZ file:
```
15
Properties=species:S:1:pos:R:3:nbo_charge:R:1
C -1.6876 0.9757 0.2623 -0.6060
C -0.4579 0.1285 0.0421 -0.0918
C -0.3176 -1.3486 0.3634 -0.2121
C 0.9919 -1.5922 0.2581 -0.2014
C 1.5602 -0.3765 -0.4211 -0.2705
C 0.4433 0.3620 -1.1137 -0.1892
C 0.9006 0.7478 0.2810 -0.2045
H -2.5111 0.6668 -0.3877 0.2132
H -2.0238 0.9158 1.3029 0.2157
H -1.4726 2.0316 0.0488 0.2185
H -1.1440 -2.0076 0.5865 0.2174
H 1.6177 -2.3485 0.7070 0.2172
H 2.5722 -0.2793 -0.8091 0.2239
H 0.2245 0.6764 -2.1359 0.2329
H 1.3041 1.4480 1.0155 0.2368
```

HOMO: -8.130 eV
Frontier orbital gap: 9.317 eV
SMILES string: C[C@@]12C=C[C@H]3[C@@H]1[C@H]32

=====

Run d
Entry from OMol25: a single C7H8 molecule (ωB97M-V with the def2-TZVPD basis set).

XYZ file:
```
15
Properties=species:S:1:pos:R:3:nbo_charge:R:1
C -0.0263 -0.1121 -2.2272 -0.6257
C -0.0843 0.0347 -0.7320 -0.0272
C -0.5783 -1.0033 0.0603 -0.1972
C -0.3928 -1.0644 1.4322 -0.2150
C 0.0721 0.0870 2.0554 -0.2168
C 0.4360 1.2070 1.3296 -0.2091
C 0.4612 1.1238 -0.0619 -0.2073
H -0.5263 0.7019 -2.7572 0.2178
H -0.5740 -0.9843 -2.4688 0.2126
H 0.9762 -0.2224 -2.6356 0.2210
H -1.0353 -1.8626 -0.4174 0.2008
H -0.6038 -1.9504 2.0136 0.2159
H 0.1733 0.1169 3.1346 0.2082
H 0.6502 2.0966 1.9031 0.2145
H 1.0520 1.8315 -0.6287 0.2074
```

HOMO: -9.043 eV
Frontier orbital gap: 10.152 eV
SMILES string: Cc1ccccc1

=====

Most stable: run d. Least stable: run b.

=====

Run a
Entry from OMol25: a single C7H8 molecule (ωB97M-V with the def2-TZVPD basis set).

XYZ file:
```
15
Properties=species:S:1:pos:R:3:nbo_charge:R:1
C 2.9650 0.7879 -0.3101 -0.2604
C 1.7761 0.9086 -0.4614 0.0092
C 0.3119 0.9656 -0.5439 -0.4693
C -0.3060 -0.1114 0.3836 -0.2870
C -0.1520 -1.5212 -0.2018 -0.5937
C -1.7128 0.1857 0.6866 0.0099
C -2.8626 0.4222 0.9562 -0.2554
H 4.0202 0.6785 -0.1841 0.2402
H -0.0153 0.7944 -1.5778 0.2348
H -0.0476 1.9591 -0.2499 0.2453
H 0.2480 -0.0705 1.3293 0.2360
H -0.7884 -1.6441 -1.0842 0.2101
H 0.8879 -1.7030 -0.4927 0.2213
H -0.4465 -2.2763 0.5326 0.2192
H -3.8780 0.6246 1.2176 0.2396
```

HOMO: -9.944 eV
Frontier orbital gap: 10.982 eV
SMILES string: C#CC[C@H](C)C#C

=====

Run b
Entry from OMol25: a single C7H8 molecule (ωB97M-V with the def2-TZVPD basis set).

XYZ file:
```
15
Properties=species:S:1:pos:R:3:nbo_charge:R:1
C 2.2695 0.6934 -1.7210 -0.2551
C 1.4618 0.8554 -0.8425 0.0062
C 0.5440 1.0850 0.2762 -0.4708
C -0.4320 -0.0673 0.6103 -0.2810
C 0.2028 -1.4600 0.6219 -0.5971
C -1.6904 -0.0013 -0.1472 0.0057
C -2.8470 0.1132 -0.4606 -0.2519
H 2.9870 0.5513 -2.4987 0.2393
H -0.0443 1.9897 0.0840 0.2460
H 1.1431 1.2822 1.1732 0.2352
H -0.7782 0.1422 1.6299 0.2309
H 0.7075 -1.6821 -0.3235 0.2233
H 0.9379 -1.5226 1.4323 0.2106
H -0.5712 -2.2146 0.7962 0.2215
H -3.8905 0.2355 -0.6305 0.2373
```

HOMO: -9.887 eV
Frontier orbital gap: 10.815 eV
SMILES string: C#CC[C@H](C)C#C

=====

Run c
Entry from OMol25: a single C7H8 molecule (ωB97M-V with the def2-TZVPD basis set).

XYZ file:
```
15
Properties=species:S:1:pos:R:3:nbo_charge:R:1
C -1.6031 -0.5331 1.3973 -0.6260
C -0.3922 -0.2105 0.4049 -0.0019
C -0.2659 -0.9128 -0.7442 -0.2712
C 0.8170 -0.6734 -1.4876 -0.2111
C 1.8020 0.1249 -0.9130 -0.1801
C 1.2558 1.2809 -0.3740 -0.1604
C 0.1507 0.9810 0.5019 -0.2604
H -2.4861 -0.9757 1.0447 0.2117
H -1.9668 0.5227 1.7617 0.2033
H -1.3673 -1.2270 2.1656 0.2138
H -1.2732 -1.0929 -1.1101 0.2191
H 0.8644 -1.1829 -2.4848 0.2259
H 2.7852 0.0365 -1.1166 0.1994
H 1.6778 2.2819 -0.4439 0.2164
H 0.0018 1.5805 1.3981 0.2214
```

HOMO: -8.655 eV
Frontier orbital gap: 9.278 eV
SMILES string: Cc1ccccc1

=====

Most stable: run c. Least stable: run b.

=====

Run a
Entry from OMol25: 2 unconnected molecules or ions with the total composition C4H9NO4 (ωB97M-V with the def2-TZVPD basis set).

XYZ file:
```
18
Properties=species:S:1:pos:R:3:nbo_charge:R:1
C -0.3162 -1.0397 -0.9258 -0.7512
C -1.3274 1.1917 -0.9737 -0.6983
C 0.5880 -0.5267 1.7365 0.2133
C -0.5149 0.2246 -0.2135 0.5613
N 1.4548 1.0741 -0.7655 0.4073
O 1.8464 0.6000 -1.8042 -0.4556
O 1.9532 1.8715 -0.0416 -0.4123
O -0.0723 -1.6422 2.1659 -0.7074
O -0.2771 0.4722 1.1072 -0.4927
H -1.2036 -1.3259 -1.5163 0.2347
H 0.0449 -1.7994 -0.3473 0.2352
H 0.4065 -0.9676 -1.6942 0.2954
H -1.0993 1.0782 -2.0500 0.2493
H -2.2936 0.9020 -0.6328 0.2305
H -0.9719 2.2044 -0.7135 0.2523
H 1.0382 0.0847 2.5716 0.1728
H 1.3907 -0.9141 1.1608 0.1798
H -0.6464 -1.4879 2.9364 0.4856
```

HOMO: -8.065 eV
Frontier orbital gap: 8.472 eV

=====

Run b
Entry from OMol25: a single C4H9NO4 molecule (ωB97M-V with the def2-TZVPD basis set).

XYZ file:
```
18
Properties=species:S:1:pos:R:3:nbo_charge:R:1
C -1.4103 0.1779 -0.4584 -0.6962
C -0.1879 -0.6212 -0.0175 0.4154
C 0.3024 -1.7465 -0.9410 -0.6399
O 0.9253 -0.0360 0.5865 -0.5167
C 0.7286 0.9650 1.5291 0.2384
O 1.2273 2.1268 1.0186 -0.7235
N -0.8059 -1.6093 1.3381 0.5036
O 0.0916 -1.7155 2.1241 -0.3948
O -1.9037 -2.0523 1.3430 -0.3815
H -1.3597 0.6144 -1.5450 0.2382
H -1.6967 0.9000 0.3107 0.2294
H -2.1874 -0.5937 -0.4709 0.2524
H 0.0658 -2.6736 -0.5494 0.2279
H -0.2826 -1.5718 -1.8834 0.2105
H 1.3078 -1.7449 -1.1401 0.2351
H 1.2105 0.5944 2.3318 0.1598
H -0.3077 1.0030 1.7834 0.1484
H 2.2652 2.2350 0.9856 0.4935
```

HOMO: -9.722 eV
Frontier orbital gap: 10.392 eV
SMILES string: CC(C)(OCO)[N+](=O)[O-]

=====

Run c
Entry from OMol25: 2 unconnected molecules or ions with the total composition C4H9NO4 (ωB97M-V with the def2-TZVPD basis set).

XYZ file:
```
18
Properties=species:S:1:pos:R:3:nbo_charge:R:1
C -2.4707 2.6500 -1.6271 -0.4180
N -1.4609 1.7495 -1.0649 -0.6256
C -1.6589 0.4136 -0.9220 0.6584
O -2.7132 -0.1300 -1.1017 -0.6020
C -0.4119 -0.4978 -0.5482 -0.1606
O 0.3464 0.2407 0.4020 -0.5340
C 1.3449 -0.4044 1.1274 0.6524
O 1.6594 -1.5671 0.9836 -0.5696
H -3.2949 2.7351 -0.8991 0.2057
H -2.8677 2.2120 -2.5584 0.2133
H -2.0908 3.6616 -1.8482 0.2101
H -0.5779 2.1942 -0.8024 0.4075
H 0.1887 -0.6917 -1.4577 0.2011
H -0.7585 -1.4745 -0.1592 0.2231
H 1.8536 0.3293 1.7835 0.1382
O 4.5873 -3.7340 3.1721 -0.9455
H 4.1022 -4.5759 3.0165 0.4704
H 4.2230 -3.1106 2.5037 0.4751
```

HOMO: -10.013 eV
Frontier orbital gap: 10.588 eV
SMILES string: CNC(=O)COC=O.O

=====

Run d
Entry from OMol25: a single C4H9NO4 molecule (ωB97M-V with the def2-TZVPD basis set).

XYZ file:
```
18
Properties=species:S:1:pos:R:3:nbo_charge:R:1
C -0.6275 -1.0883 -1.6345 -0.4411
N -0.8267 -0.2860 -0.3978 -0.6562
C 0.3482 -0.1381 0.3500 0.3062
O 0.9641 -1.3308 0.6706 -0.7235
C 0.1804 0.7851 1.6142 -0.0862
O -0.0311 2.1289 1.2960 -0.7333
C 1.6533 0.5863 -0.6990 0.7821
O 2.6757 -0.0268 -0.8627 -0.5805
O 1.1910 1.7283 -1.1139 -0.6917
H -0.3813 -0.2841 -2.3506 0.1980
H 0.4086 -1.7214 -1.4887 0.2123
H -1.4114 -1.7498 -1.9691 0.2165
H -1.4760 -0.7265 0.2388 0.3626
H 1.7941 -1.1499 1.1072 0.4844
H 0.9806 0.7090 2.2534 0.1668
H -0.6685 0.4139 2.0823 0.1586
H 0.3912 2.6997 2.0320 0.4854
H 0.3382 2.0775 -0.8689 0.5396
```

HOMO: -8.990 eV
Frontier orbital gap: 9.467 eV
SMILES string: CN[C@](O)(CO)C(=O)O

=====

Most stable: run c. Least stable: run a.